a:
ORCA calculation (the ωB97M-V functional and the def2-TZVPD basis) on a structure of composition C53H48BrN8O4RbSi.

Properties
Kohn-Sham gap	4.9	eV
HOMO energy	-1.317	eV
molecular weight	1054.477	g mol⁻¹

The geometry in ORCA input format:
```
! RIJCOSX wB97M-V def2-TZVPD def2/J DEFGRID3
* xyz -2 1
Rb 0.40384 -0.02059 -0.02179
Br 0.15495 1.85084 7.74949
C -0.12347 1.80208 5.85947
C 0.39256 2.83306 5.05712
C 0.21681 2.80100 3.70151
C -0.51250 1.74337 3.02331
O -0.61670 1.71768 1.78554
C -1.06943 0.72905 3.90524
C -1.87436 -0.37479 3.42530
N -2.28747 -0.55762 2.23060
C -3.14344 -1.62765 1.99494
C -4.22868 -1.91369 2.79324
C -5.09101 -2.99166 2.50174
C -4.87343 -3.78749 1.41520
C -3.78168 -3.51555 0.55320
C -3.49321 -4.30208 -0.58769
C -2.42612 -3.98424 -1.37128
C -1.64771 -2.85141 -1.03460
N -1.89361 -2.09640 0.00337
C -2.92661 -2.42390 0.82000
C -0.83614 0.77766 5.28521
H 0.93708 3.64989 5.51881
H 0.62650 3.58035 3.07043
H -2.13256 -1.11024 4.20610
H -4.43240 -1.27901 3.64683
H -5.93384 -3.18256 3.15594
H -5.52694 -4.62305 1.19091
H -4.12488 -5.15496 -0.81269
H -2.15628 -4.57514 -2.23659
H -0.77943 -2.59048 -1.63293
H -1.24189 -0.01175 5.91017
C -1.85288 -0.59827 -4.47879
O -1.99020 0.79463 -4.69233
C -3.22372 1.34580 -4.57921
C -4.40796 0.65786 -4.77658
C -5.63087 1.31958 -4.68566
C -5.65961 2.67031 -4.39246
C -4.47092 3.35492 -4.16338
C -3.24373 2.71214 -4.23922
N -2.04141 3.39245 -4.03594
C -1.00590 2.76774 -3.22476
N 0.18832 2.89138 -3.83090
C 1.48846 2.39760 -3.47074
C 1.69067 1.43930 -2.48215
C 3.04600 1.06018 -2.34980
C 4.08600 1.57532 -3.10527
C 3.82651 2.53564 -4.08622
C 2.51559 2.94030 -4.26404
O 2.13382 3.87240 -5.23097
C 3.13425 4.33920 -6.09213
N -1.23152 2.18354 -2.11618
C -2.44518 2.26715 -1.44983
C -3.03448 1.08300 -1.01542
C -4.17714 1.06454 -0.23546
C -4.76226 2.26222 0.13911
C -4.18980 3.46504 -0.26365
C -3.04566 3.47278 -1.04776
O -2.43473 4.63687 -1.46882
C -2.75373 5.81204 -0.76463
H -0.78882 -0.77725 -4.34316
H -2.21846 -1.17281 -5.33670
H -2.39080 -0.90810 -3.57920
H -4.37903 -0.39999 -5.00203
H -6.55112 0.76929 -4.83648
H -6.60436 3.19266 -4.30614
H -4.48776 4.40133 -3.87703
H -2.18896 4.34323 -3.72335
H 0.11943 3.27963 -4.75536
H 3.29455 0.28547 -1.62195
H 5.10746 1.23245 -2.95729
H 4.63107 2.93830 -4.68684
H 2.65053 5.01643 -6.79607
H 3.60778 3.52107 -6.64652
H 3.91499 4.88594 -5.55098
H -2.51498 0.16974 -1.27659
H -4.58559 0.12011 0.10232
H -5.64660 2.27478 0.76451
H -4.64232 4.39704 0.04824
H -2.06010 6.57629 -1.11121
H -2.63030 5.67269 0.31331
H -3.77865 6.14531 -0.96393
N 5.88880 1.22017 10.06474
C 5.50385 0.94980 9.01484
C 5.04036 0.60641 7.70084
C 5.71387 -0.36006 6.95755
C 5.27296 -0.69959 5.69430
C 4.15714 -0.06705 5.14545
C 3.48489 0.90378 5.88905
C 3.91767 1.23042 7.15866
N 3.71044 -0.40748 3.86334
C 4.39479 -1.13587 2.89614
C 3.53964 -1.26727 1.85144
N 2.34440 -0.64382 2.13771
C 2.47145 -0.14017 3.32705
H 6.57958 -0.85384 7.37833
H 5.78690 -1.47098 5.14033
H 2.62012 1.40747 5.47842
H 3.37415 1.97027 7.72959
H 5.41006 -1.45994 3.02983
H 3.67091 -1.77209 0.90596
H 1.70658 0.39364 3.86982
C 3.11029 -5.71256 -3.46544
Si 2.27656 -5.62797 -1.77376
C 0.69430 -6.65277 -1.91852
C 3.40437 -6.53628 -0.56075
C 1.94799 -3.95291 -1.25070
C 1.69796 -2.78468 -0.91230
H 3.31058 -6.74586 -3.76633
H 4.05465 -5.16406 -3.45619
H 2.47077 -5.24966 -4.22056
H 0.90689 -7.68607 -2.21055
H 0.03398 -6.21492 -2.67175
H 0.15316 -6.66357 -0.96961
H 3.60138 -7.56635 -0.87385
H 2.94695 -6.55640 0.43114
H 4.35946 -6.01284 -0.47411
*
```

Atom charges from the Löwdin analysis, given in e for atoms 1 to 99: atom 1 (Rb): 0.652, atom 2 (Br): 0.653, atom 3 (C): -0.732, atom 4 (C): -0.183, atom 5 (C): -0.022, atom 6 (C): -0.440, atom 7 (O): -0.161, atom 8 (C): -0.143, atom 9 (C): -0.098, atom 10 (N): 0.134, atom 11 (C): -0.222, atom 12 (C): -0.037, atom 13 (C): -0.101, atom 14 (C): -0.067, atom 15 (C): -0.164, atom 16 (C): -0.029, atom 17 (C): -0.043, atom 18 (C): -0.141, atom 19 (N): 0.095, atom 20 (C): -0.158, atom 21 (C): -0.126, atom 22 (H): 0.092, atom 23 (H): 0.109, atom 24 (H): 0.121, atom 25 (H): 0.105, atom 26 (H): 0.093, atom 27 (H): 0.099, atom 28 (H): 0.107, atom 29 (H): 0.097, atom 30 (H): 0.071, atom 31 (H): 0.098, atom 32 (C): -0.055, atom 33 (O): -0.079, atom 34 (C): -0.230, atom 35 (C): -0.023, atom 36 (C): -0.113, atom 37 (C): -0.113, atom 38 (C): -0.033, atom 39 (C): -0.197, atom 40 (N): 0.127, atom 41 (C): -0.362, atom 42 (N): 0.138, atom 43 (C): -0.230, atom 44 (C): -0.117, atom 45 (C): -0.196, atom 46 (C): -0.141, atom 47 (C): -0.085, atom 48 (C): -0.238, atom 49 (O): -0.124, atom 50 (C): -0.130, atom 51 (N): 0.188, atom 52 (C): -0.207, atom 53 (C): -0.020, atom 54 (C): -0.084, atom 55 (C): -0.099, atom 56 (C): -0.038, atom 57 (C): -0.214, atom 58 (O): -0.105, atom 59 (C): -0.097, atom 60 (H): 0.102, atom 61 (H): 0.085, atom 62 (H): 0.087, atom 63 (H): 0.103, atom 64 (H): 0.089, atom 65 (H): 0.089, atom 66 (H): 0.110, atom 67 (H): 0.119, atom 68 (H): 0.125, atom 69 (H): 0.055, atom 70 (H): 0.079, atom 71 (H): 0.078, atom 72 (H): 0.081, atom 73 (H): 0.088, atom 74 (H): 0.085, atom 75 (H): 0.088, atom 76 (H): 0.095, atom 77 (H): 0.089, atom 78 (H): 0.092, atom 79 (H): 0.088, atom 80 (H): 0.099, atom 81 (H): 0.082, atom 82 (N): 0.131, atom 83 (C): -0.197, atom 84 (C): -0.244, atom 85 (C): -0.034, atom 86 (C): -0.005, atom 87 (C): -0.161, atom 88 (C): 0.017, atom 89 (C): -0.025, atom 90 (N): -0.019, atom 91 (C): -0.053, atom 92 (C): -0.115, atom 93 (N): 0.037, atom 94 (C): -0.114, atom 95 (H): 0.115, atom 96 (H): 0.103, atom 97 (H): 0.091, atom 98 (H): 0.098, atom 99 (H): 0.101


b:
ORCA calculation (the ωB97M-V functional and the def2-TZVPD basis) on a structure of composition C53H48BrN8O4RbSi.

Properties
Kohn-Sham gap	4.9	eV
HOMO energy	-1.571	eV
molecular weight	1054.477	g mol⁻¹

The geometry in ORCA input format:
```
! RIJCOSX wB97M-V def2-TZVPD def2/J DEFGRID3
* xyz -2 1
Rb -0.85759 1.20313 1.36222
Br 3.94732 1.13936 8.35792
C 2.78958 0.94901 6.85099
C 1.65890 0.12162 6.94959
C 0.81386 -0.01730 5.88744
C 1.00862 0.67498 4.63014
O 0.18558 0.58032 3.69737
C 2.23033 1.46234 4.55350
C 2.69736 2.10577 3.35383
N 2.19184 2.04020 2.17589
C 2.92368 2.62069 1.14149
C 4.28306 2.46473 0.97808
C 4.95906 3.00862 -0.13450
C 4.28876 3.70616 -1.09771
C 2.88598 3.88206 -0.98283
C 2.11256 4.57080 -1.94875
C 0.75991 4.65451 -1.79199
C 0.16549 4.05663 -0.65540
N 0.85971 3.45442 0.27527
C 2.19861 3.33969 0.12797
C 3.06528 1.59444 5.67648
H 1.46290 -0.40529 7.87627
H -0.06330 -0.64893 5.95738
H 3.61154 2.70203 3.50512
H 4.83704 1.87693 1.69802
H 6.02816 2.85237 -0.22124
H 4.80853 4.12356 -1.95383
H 2.60867 5.01565 -2.80584
H 0.13267 5.15679 -2.51714
H -0.91224 4.07922 -0.49639
H 3.95443 2.21098 5.59405
C 3.77558 -6.04944 0.92150
O 2.50181 -5.49020 1.13374
C 1.43465 -6.05792 0.49249
C 1.48121 -7.26106 -0.18053
C 0.33958 -7.74425 -0.82269
C -0.82197 -7.00313 -0.78205
C -0.87391 -5.78672 -0.10419
C 0.24757 -5.29070 0.55036
N 0.33002 -4.09650 1.25565
C -0.47826 -2.94282 1.07759
N -1.79820 -3.19442 1.21809
C -2.93647 -2.34755 0.97481
C -2.83376 -1.08708 0.39078
C -4.08481 -0.44040 0.29554
C -5.29790 -0.97323 0.69955
C -5.34164 -2.26051 1.24119
C -4.14561 -2.94291 1.37645
O -4.05278 -4.22894 1.91171
C -5.25158 -4.85587 2.27683
N 0.04760 -1.79774 0.85842
C 1.40571 -1.73175 0.54393
C 2.26553 -1.05304 1.41004
C 3.62154 -0.94220 1.14643
C 4.15222 -1.49190 -0.01101
C 3.31029 -2.14634 -0.90020
C 1.95239 -2.27832 -0.63643
O 1.23777 -3.01895 -1.54170
C -0.07518 -2.58331 -1.91002
H 4.47925 -5.39877 1.43466
H 4.01956 -6.07859 -0.14453
H 3.84524 -7.05994 1.33690
H 2.40289 -7.82470 -0.21869
H 0.37893 -8.68847 -1.35076
H -1.71360 -7.35586 -1.28550
H -1.79002 -5.21459 -0.10153
H 1.28827 -3.84355 1.45271
H -2.00648 -4.04589 1.71219
H -4.11264 0.58166 -0.09048
H -6.21588 -0.39806 0.61866
H -6.28014 -2.69551 1.55750
H -4.98779 -5.85388 2.62547
H -5.93849 -4.93980 1.42733
H -5.76216 -4.31756 3.08288
H 1.82596 -0.61326 2.29704
H 4.25517 -0.42214 1.85421
H 5.20912 -1.40075 -0.23301
H 3.68605 -2.58112 -1.81924
H -0.13736 -2.68312 -2.99567
H -0.26168 -1.55932 -1.60362
H -0.84060 -3.20860 -1.44991
N 4.98632 2.22351 -8.41645
C 4.23453 2.03803 -7.56537
C 3.29789 1.80505 -6.50755
C 2.06404 1.21865 -6.78284
C 1.16181 0.99555 -5.76261
C 1.47133 1.36548 -4.45261
C 2.70828 1.95299 -4.17855
C 3.61420 2.16414 -5.19777
N 0.55400 1.14547 -3.42332
C -0.80757 0.87681 -3.53551
C -1.26805 0.72588 -2.26743
N -0.23137 0.87863 -1.37274
C 0.82739 1.12245 -2.07601
H 1.81779 0.92818 -7.79499
H 0.21937 0.51221 -5.97273
H 2.95626 2.25848 -3.17150
H 4.57075 2.61901 -4.97889
H -1.31215 0.85747 -4.48364
H -2.25731 0.49008 -1.90633
H 1.82433 1.26372 -1.68693
C -6.81562 4.10829 0.36522
Si -5.28622 5.21715 0.35799
C -5.26088 6.07393 -1.32947
C -5.58686 6.55239 1.66481
C -3.76754 4.31931 0.66748
C -2.76887 3.61400 0.87754
H -7.73159 4.68889 0.21753
H -6.88986 3.57404 1.31478
H -6.74779 3.35772 -0.42535
H -6.16711 6.66371 -1.49998
H -5.18322 5.32423 -2.12035
H -4.39511 6.73470 -1.41088
H -6.50099 7.12079 1.46583
H -4.74545 7.24730 1.70417
H -5.67608 6.08531 2.64816
*
```

Atom charges from the Löwdin analysis, given in e for atoms 1 to 99: atom 1 (Rb): 0.731, atom 2 (Br): 0.618, atom 3 (C): -0.722, atom 4 (C): -0.160, atom 5 (C): -0.016, atom 6 (C): -0.416, atom 7 (O): -0.206, atom 8 (C): -0.133, atom 9 (C): -0.105, atom 10 (N): 0.107, atom 11 (C): -0.208, atom 12 (C): -0.039, atom 13 (C): -0.090, atom 14 (C): -0.077, atom 15 (C): -0.193, atom 16 (C): -0.051, atom 17 (C): -0.042, atom 18 (C): -0.138, atom 19 (N): 0.096, atom 20 (C): -0.175, atom 21 (C): -0.125, atom 22 (H): 0.087, atom 23 (H): 0.107, atom 24 (H): 0.119, atom 25 (H): 0.098, atom 26 (H): 0.096, atom 27 (H): 0.100, atom 28 (H): 0.109, atom 29 (H): 0.102, atom 30 (H): 0.049, atom 31 (H): 0.095, atom 32 (C): -0.085, atom 33 (O): -0.092, atom 34 (C): -0.216, atom 35 (C): -0.040, atom 36 (C): -0.120, atom 37 (C): -0.108, atom 38 (C): -0.020, atom 39 (C): -0.162, atom 40 (N): 0.159, atom 41 (C): -0.372, atom 42 (N): 0.129, atom 43 (C): -0.223, atom 44 (C): -0.106, atom 45 (C): -0.195, atom 46 (C): -0.132, atom 47 (C): -0.078, atom 48 (C): -0.235, atom 49 (O): -0.129, atom 50 (C): -0.122, atom 51 (N): 0.143, atom 52 (C): -0.223, atom 53 (C): -0.009, atom 54 (C): -0.103, atom 55 (C): -0.112, atom 56 (C): -0.032, atom 57 (C): -0.241, atom 58 (O): -0.090, atom 59 (C): -0.045, atom 60 (H): 0.093, atom 61 (H): 0.098, atom 62 (H): 0.087, atom 63 (H): 0.095, atom 64 (H): 0.088, atom 65 (H): 0.095, atom 66 (H): 0.103, atom 67 (H): 0.126, atom 68 (H): 0.122, atom 69 (H): 0.063, atom 70 (H): 0.082, atom 71 (H): 0.081, atom 72 (H): 0.083, atom 73 (H): 0.087, atom 74 (H): 0.089, atom 75 (H): 0.093, atom 76 (H): 0.090, atom 77 (H): 0.088, atom 78 (H): 0.108, atom 79 (H): 0.088, atom 80 (H): 0.060, atom 81 (H): 0.076, atom 82 (N): 0.133, atom 83 (C): -0.200, atom 84 (C): -0.248, atom 85 (C): -0.030, atom 86 (C): 0.001, atom 87 (C): -0.161, atom 88 (C): 0.014, atom 89 (C): -0.016, atom 90 (N): -0.004, atom 91 (C): -0.041, atom 92 (C): -0.111, atom 93 (N): 0.014, atom 94 (C): -0.143, atom 95 (H): 0.117, atom 96 (H): 0.106, atom 97 (H): 0.091, atom 98 (H): 0.120, atom 99 (H): 0.104


Going by the energies, b is most stable and the next is 0.0111 hartree up.